(a)
{"formula": "C5H10O", "method": "the ωB97M-V functional and the def2-TZVPD basis", "homo_energy_ev": -8.141, "e_lumo_ev": 0.94, "homo_lumo_gap_ev": 9.08, "symbols": ["C", "C", "O", "C", "C", "C", "H", "H", "H", "H", "H", "H", "H", "H", "H", "H"], "coordinates": [[-0.59, 1.72, -0.55], [-0.16, 0.37, -0.07], [0.23, 0.79, 1.77], [1.00, -0.47, -0.57], [0.17, -1.74, -0.22], [-0.90, -0.79, 0.32], [-0.93, 1.62, -1.59], [0.23, 2.44, -0.51], [-1.42, 2.09, 0.05], [1.15, 0.61, 2.02], [1.16, -0.33, -1.64], [1.96, -0.33, -0.06], [0.63, -2.43, 0.49], [-0.11, -2.30, -1.11], [-0.41, -0.25, 1.53], [-1.98, -0.91, 0.30]], "nbo_charge": [-0.662, 0.370, -0.932, -0.460, -0.389, -0.597, 0.227, 0.226, 0.237, 0.466, 0.223, 0.215, 0.195, 0.199, 0.460, 0.224]}

(b)
{"formula": "C5H10O", "method": "the ωB97M-V functional and the def2-TZVPD basis", "homo_energy_ev": -9.511, "e_lumo_ev": 1.17, "homo_lumo_gap_ev": 10.68, "symbols": ["C", "C", "C", "C", "O", "C", "H", "H", "H", "H", "H", "H", "H", "H", "H", "H"], "coordinates": [[1.92, 0.62, 0.10], [0.70, -0.04, -0.56], [-0.31, -0.61, 0.45], [-1.48, -1.04, -0.41], [-1.80, 0.35, -0.67], [-1.13, 0.66, 0.66], [2.61, -0.13, 0.52], [1.65, 1.28, 0.94], [2.50, 1.22, -0.61], [1.03, -0.79, -1.29], [-0.09, 0.56, -1.14], [0.02, -1.26, 1.27], [-2.33, -1.46, 0.15], [-1.25, -1.67, -1.28], [-1.96, 0.68, 1.35], [-0.52, 1.58, 0.77]], "nbo_charge": [-0.614, -0.440, -0.269, -0.069, -0.546, -0.083, 0.205, 0.197, 0.214, 0.199, 0.259, 0.209, 0.175, 0.183, 0.190, 0.190]}

(c)
{"formula": "C5H10O", "method": "the ωB97M-V functional and the def2-TZVPD basis", "smiles": "CC#CCC.O", "homo_energy_ev": -9.316, "e_lumo_ev": 0.63, "homo_lumo_gap_ev": 9.94, "symbols": ["C", "C", "C", "C", "C", "H", "H", "H", "H", "H", "H", "H", "H", "O", "H", "H"], "coordinates": [[-1.44, 0.52, -2.30], [-0.14, 0.20, -1.71], [0.78, -0.11, -0.94], [1.86, -0.49, -0.01], [1.97, 0.44, 1.17], [-1.46, 1.57, -2.64], [-2.27, 0.37, -1.59], [-1.60, -0.14, -3.17], [1.66, -1.52, 0.33], [2.81, -0.50, -0.57], [2.38, 1.44, 0.94], [2.68, -0.09, 1.83], [1.02, 0.57, 1.71], [-2.71, -0.62, 2.70], [-3.20, -0.19, 1.95], [-2.34, -1.44, 2.31]], "nbo_charge": [-0.681, -0.021, -0.017, -0.469, -0.593, 0.233, 0.228, 0.232, 0.224, 0.228, 0.212, 0.206, 0.217, -0.940, 0.470, 0.471]}

In terms of stability, (c) leads; the second structure lies 34.7 kJ/mol higher.

(a)
{"formula": "C5H10O", "method": "the ωB97M-V functional and the def2-TZVPD basis", "homo_energy_ev": -8.419, "e_lumo_ev": 0.98, "homo_lumo_gap_ev": 9.40, "symbols": ["C", "C", "C", "C", "C", "O", "H", "H", "H", "H", "H", "H", "H", "H", "H", "H"], "coordinates": [[0.81, 1.04, -1.13], [0.29, -0.14, -0.33], [1.22, -1.31, -0.25], [-0.41, 0.14, 0.95], [-1.57, -0.05, 0.26], [-1.06, -0.44, -0.92], [0.99, 0.72, -2.17], [1.75, 1.42, -0.72], [0.08, 1.86, -1.14], [1.50, -1.67, -1.24], [0.75, -2.12, 0.33], [2.13, -1.00, 0.29], [-1.25, 1.15, 2.01], [-0.11, -0.27, 1.90], [-2.64, 0.17, 0.36], [-1.95, 0.86, 2.40]], "nbo_charge": [-0.614, 0.229, -0.626, -0.440, 0.201, -0.494, 0.217, 0.215, 0.225, 0.219, 0.222, 0.222, 0.058, 0.246, 0.207, -0.086]}

(b)
{"formula": "C5H10O", "method": "the ωB97M-V functional and the def2-TZVPD basis", "smiles": "C=C/C=C/C.O", "homo_energy_ev": -9.304, "e_lumo_ev": 0.93, "homo_lumo_gap_ev": 10.24, "symbols": ["C", "C", "C", "C", "C", "H", "H", "H", "H", "H", "H", "H", "H", "O", "H", "H"], "coordinates": [[-1.31, 2.48, 0.46], [-0.57, 1.47, 0.92], [-0.39, 0.20, 0.21], [-0.01, 0.12, -1.07], [-0.05, -1.17, -1.79], [-1.27, 3.41, 1.00], [-1.90, 2.36, -0.44], [0.06, 1.62, 1.79], [-0.61, -0.73, 0.73], [0.46, 0.98, -1.53], [0.86, -1.48, -2.29], [-0.79, -1.18, -2.58], [-0.22, -2.04, -1.16], [1.87, -2.27, 1.20], [0.91, -2.27, 1.10], [1.97, -1.35, 1.48]], "nbo_charge": [-0.378, -0.217, -0.247, -0.153, -0.651, 0.202, 0.202, 0.198, 0.184, 0.208, 0.222, 0.221, 0.207, -0.922, 0.460, 0.465]}

In terms of stability, (b) leads; the second structure lies 243.7 kJ/mol higher.

(a)
{"formula": "C5H10O", "method": "the ωB97M-V functional and the def2-TZVPD basis", "homo_energy_ev": [-7.564, -6.811], "e_lumo_ev": [0.72, 0.21], "homo_lumo_gap_ev": [8.28, 7.02], "symbols": ["O", "C", "C", "C", "C", "C", "H", "H", "H", "H", "H", "H", "H", "H", "H", "H"], "coordinates": [[1.63, 0.14, 1.61], [1.47, -0.62, 0.51], [0.33, -0.60, -0.31], [-1.13, -0.76, 0.38], [-1.79, 0.34, -0.42], [-0.34, 0.78, -0.64], [0.86, 0.73, 1.69], [2.18, 0.92, -1.30], [2.32, -1.26, 0.33], [0.45, -1.25, -1.17], [-1.07, -0.54, 1.45], [-1.46, -1.79, 0.22], [-2.28, -0.02, -1.33], [-2.45, 1.01, 0.13], [-0.03, 1.56, 0.07], [1.50, 1.18, -1.52]], "nbo_charge": [-0.652, 0.171, -0.378, -0.346, -0.476, -0.185, 0.476, -0.030, 0.179, 0.235, 0.205, 0.221, 0.207, 0.211, 0.148, 0.014]}

(b)
{"formula": "C5H10O", "method": "the ωB97M-V functional and the def2-TZVPD basis", "smiles": "C[C@H]1C[C@]1(C)O", "homo_energy_ev": -9.358, "e_lumo_ev": 1.02, "homo_lumo_gap_ev": 10.38, "symbols": ["C", "C", "C", "C", "C", "O", "H", "H", "H", "H", "H", "H", "H", "H", "H", "H"], "coordinates": [[-0.99, 1.09, 1.09], [-0.69, 0.65, -0.33], [0.67, 0.88, -0.96], [0.25, -0.51, -0.62], [0.88, -1.26, 0.54], [-0.04, -1.29, -1.75], [-0.19, 1.72, 1.50], [-1.92, 1.66, 1.14], [-1.11, 0.23, 1.76], [-1.52, 0.72, -1.03], [0.70, 1.13, -2.02], [1.45, 1.35, -0.36], [1.78, -0.75, 0.93], [1.18, -2.25, 0.20], [0.18, -1.37, 1.38], [-0.65, -1.99, -1.47]], "nbo_charge": [-0.617, -0.253, -0.423, 0.229, -0.642, -0.702, 0.209, 0.220, 0.204, 0.221, 0.229, 0.207, 0.219, 0.227, 0.206, 0.465]}

In terms of stability, (b) leads; the second structure lies 441.3 kJ/mol higher.